#one
The following is a quantum chemistry calculation of a 2-piece molecular cluster, C2H4Cl2N2 overall, from OMol25.

```
10
Properties=species:S:1:pos:R:3:nbo_charge:R:1
C 1.724 -0.676 0.088 -0.251
C -2.156 0.774 -0.129 -0.403
N 0.338 -0.524 -0.016 -0.184
N -0.616 -1.190 -0.202 -0.014
Cl 2.524 0.956 -0.206 -0.058
Cl -0.720 1.675 -0.145 0.071
H 2.061 -0.930 1.222 0.256
H 2.150 -1.464 -0.626 0.235
H -2.499 0.723 0.859 0.176
H -2.806 0.658 -0.847 0.173
```

Summary:
Multiplicity = 1
HOMO (alpha / beta) = -0.29012 / -0.29340 hartree
HOMO-LUMO gap (alpha / beta) = 8.350 / 8.274 eV
LUMO level (alpha / beta) = 0.5 / 0.3 eV

#two
The following is a quantum chemistry calculation of a 2-piece molecular cluster, C2H4Cl2N2 overall, from OMol25.

```
10
Properties=species:S:1:pos:R:3:nbo_charge:R:1
C -0.452 0.766 -0.481 0.234
C 0.207 -0.588 -0.205 -0.060
N -0.609 1.638 0.397 -0.640
N 0.484 -0.997 1.107 -0.841
Cl -1.130 0.996 -2.060 -0.013
Cl -0.369 -1.828 -1.179 0.051
H 1.629 -0.249 -0.782 0.091
H -1.326 2.406 0.253 0.384
H 0.407 -0.387 1.836 0.403
H 1.159 -1.757 1.113 0.393
```

Summary:
Multiplicity = 1
HOMO = -0.33409 hartree
HOMO-LUMO gap = 9.344 eV
LUMO level = 0.3 eV

What should be chosen as the least stable of them? Choose #one.

#one
The following is a quantum chemistry calculation of one molecule with the formula C13H15P, from OMol25.

```
29
Properties=species:S:1:pos:R:3:nbo_charge:R:1
C -3.251 0.166 3.011 -0.211
C -2.112 0.611 3.593 -0.224
C -3.222 -0.270 1.694 -0.187
C -0.962 0.832 2.891 -0.158
C -0.663 -0.928 -0.831 -0.248
C -1.897 -0.772 -0.354 -0.148
C 0.406 -0.247 -0.201 -0.326
C 0.352 0.409 0.977 -0.137
C -2.035 -0.072 0.977 -0.031
C -0.906 0.510 1.542 -0.123
C 2.161 0.196 -2.801 -0.940
C 1.303 -0.559 -3.873 -0.611
C 3.163 0.788 -0.289 -0.925
P 2.075 -0.372 -1.215 1.242
H -4.044 -0.014 3.690 0.213
H -2.276 1.170 4.585 0.212
H -4.086 -0.603 1.185 0.214
H -0.018 1.052 3.480 0.210
H -0.505 -1.460 -1.807 0.224
H -2.765 -1.104 -0.941 0.216
H 2.229 1.332 -2.935 0.231
H 1.304 0.775 1.425 0.210
H 1.841 -0.856 -4.831 0.200
H 0.366 -0.140 -4.096 0.194
H 1.145 -1.533 -3.434 0.182
H 3.725 0.239 0.480 0.237
H 2.543 1.517 0.204 0.240
H 3.814 1.144 -1.039 0.260
H 2.315 -1.810 -1.089 -0.017
```

Summary:
Multiplicity = 1
HOMO = -0.25601 hartree
HOMO-LUMO gap = 7.457 eV
LUMO level = 0.5 eV
Structure (SMILES) = CC=[P@@H](C)c1ccc2ccccc2c1

#two
The following is a quantum chemistry calculation of one molecule with the formula C13H15P, from OMol25.

```
29
Properties=species:S:1:pos:R:3:nbo_charge:R:1
C -3.090 -1.224 -0.299 -0.208
C -3.340 0.005 -0.876 -0.214
C -1.869 -1.501 0.210 -0.192
C -2.337 0.959 -0.814 -0.209
C -0.820 -0.526 0.320 -0.074
C -1.149 0.743 -0.187 -0.289
C 2.096 -1.856 -0.223 -0.173
C 1.485 -1.616 1.029 -0.255
C 1.704 -1.233 -1.385 -0.456
C 2.119 0.375 -1.358 -0.458
C 0.297 -0.843 1.240 -0.175
C 1.712 1.174 -0.159 -0.445
C -0.038 2.639 1.578 -0.930
P 0.172 2.078 -0.189 0.793
H -3.786 -1.968 -0.062 0.215
H -4.240 0.374 -1.365 0.219
H -1.644 -2.368 0.808 0.209
H -2.585 1.928 -1.247 0.217
H 3.140 -2.326 -0.074 0.204
H 1.910 -1.976 1.992 0.217
H 2.129 -1.629 -2.275 0.224
H 0.683 -1.298 -1.655 0.230
H 3.264 0.387 -1.415 0.214
H 1.702 0.759 -2.318 0.231
H -0.080 -0.632 2.310 0.219
H 2.434 1.353 0.533 0.193
H -0.968 2.573 2.094 0.240
H 0.286 3.659 1.705 0.228
H 0.813 1.990 2.083 0.225
```

Summary:
Multiplicity = 1
HOMO (alpha / beta) = -0.26374 / -0.26653 hartree
HOMO-LUMO gap (alpha / beta) = 6.954 / 7.206 eV
LUMO level (alpha / beta) = -0.2 / 0.0 eV
Structure (SMILES) = C/P1=C/CC\C=C/C=c2\cccc\c2=1

What should be chosen as the least stable of them? Choose #two.

#one
The following is a quantum chemistry calculation of C2H3ClFN as an isolated structure, from OMol25.

```
8
Properties=species:S:1:pos:R:3:nbo_charge:R:1
C 1.145 0.374 0.220 0.231
C -0.173 -1.145 -0.121 0.064
N 0.578 1.419 0.488 -0.651
F 0.449 -2.227 0.332 -0.334
Cl 2.718 -0.221 -0.131 0.009
H -0.321 -1.246 -1.144 0.146
H -1.135 -0.758 0.251 0.171
H 1.126 2.266 0.718 0.364
```

Summary:
Multiplicity = 1
HOMO = -0.34608 hartree
HOMO-LUMO gap = 10.223 eV
LUMO level = 0.8 eV

#two
The following is a quantum chemistry calculation of a 2-piece molecular cluster, C2H3ClFN overall, from OMol25.

```
8
Properties=species:S:1:pos:R:3:nbo_charge:R:1
C 1.321 0.153 0.245 0.240
C 0.109 -1.687 -0.295 0.065
N 0.795 0.972 0.976 -0.650
F -0.782 -1.924 0.700 -0.343
Cl 2.886 -0.124 -0.407 -0.004
H 0.809 -2.504 -0.504 0.162
H -0.472 -1.425 -1.214 0.160
H 1.351 1.710 1.380 0.370
```

Summary:
Multiplicity = 1
HOMO = -0.33612 hartree
HOMO-LUMO gap = 9.543 eV
LUMO level = 0.4 eV

What should be chosen as the least stable of them? Choose #two.

#one
The following is a quantum chemistry calculation of one molecule with the formula C2H3ClFN, from OMol25.

```
8
Properties=species:S:1:pos:R:3:nbo_charge:R:1
C -1.211 0.006 -0.196 0.033
C 0.978 0.247 0.910 0.156
N -0.020 -0.246 -0.494 -0.503
F 1.665 -0.879 1.008 -0.364
Cl 2.057 1.450 0.318 -0.084
H -1.923 -0.372 -0.877 0.171
H -1.340 0.744 0.560 0.210
H -0.205 -0.950 -1.230 0.381
```

Summary:
Multiplicity = 1
HOMO = -0.29959 hartree
HOMO-LUMO gap = 8.452 eV
LUMO level = 0.3 eV

#two
The following is a quantum chemistry calculation of one molecule with the formula C2H3ClFN, from OMol25.

```
8
Properties=species:S:1:pos:R:3:nbo_charge:R:1
C -1.140 0.478 -0.553 0.000
C 0.669 -0.360 0.566 0.288
N -0.391 0.531 0.437 -0.438
F 0.541 -1.584 -0.063 -0.354
Cl 2.052 0.456 -0.078 -0.020
H -1.754 1.273 -0.686 0.172
H -1.022 -0.222 -1.340 0.161
H 1.045 -0.571 1.717 0.191
```

Summary:
Multiplicity = 1
HOMO = -0.39711 hartree
HOMO-LUMO gap = 11.426 eV
LUMO level = 0.6 eV
Structure (SMILES) = C=N[C@@H](F)Cl

What should be chosen as the least stable of them? Choose #one.

#one
The following is a quantum chemistry calculation of one molecule with the formula C4H8N2OS, from OMol25.

```
16
Properties=species:S:1:pos:R:3:nbo_charge:R:1
C 0.343 0.444 0.853 -0.226
C 1.411 0.442 -0.155 -0.133
C 2.824 0.477 0.026 -0.253
C -1.779 0.967 -0.188 0.535
H -0.175 -1.865 -0.764 0.107
H 0.097 1.410 1.166 0.230
H 0.580 -0.179 1.738 0.216
H 0.985 0.960 -1.041 0.208
H 3.441 0.914 -0.742 0.206
H 3.296 0.397 1.032 0.207
H 2.264 -0.924 -1.318 0.345
H -2.774 0.561 -0.462 0.109
N -1.027 -0.028 0.328 -0.589
N 2.148 -0.790 -0.296 -0.585
O -1.535 2.143 -0.326 -0.594
S -1.255 -1.667 -0.027 0.217
```

Summary:
Multiplicity = 1
HOMO = -0.34346 hartree
HOMO-LUMO gap = 10.034 eV
LUMO level = 0.7 eV
Structure (SMILES) = O=CN(S)C[C@H]1CN1

#two
The following is a quantum chemistry calculation of one molecule with the formula C4H8N2OS, from OMol25.

```
16
Properties=species:S:1:pos:R:3:nbo_charge:R:1
C 1.555 -0.512 -1.237 -0.083
C 1.646 0.472 -0.173 -0.468
C 0.846 -0.832 0.104 0.082
C -1.693 0.554 1.302 -0.100
H 3.493 -0.502 -1.962 0.355
H 3.365 -1.361 -0.706 0.350
H 1.039 -0.382 -2.174 0.228
H 2.713 0.458 0.189 0.212
H 1.080 1.563 -0.014 0.239
H 1.438 -1.561 0.760 0.161
H -0.942 -1.261 2.077 0.408
H -2.042 0.812 2.353 0.202
N 2.827 -1.123 -1.461 -0.825
N -0.856 -0.451 1.363 -0.318
O -0.446 -0.895 0.080 -0.331
S -2.156 1.395 -0.028 -0.110
```

Summary:
Multiplicity = 1
HOMO = -0.31003 hartree
HOMO-LUMO gap = 8.958 eV
LUMO level = 0.5 eV
Structure (SMILES) = N[C@@H]1C[C@H]1ONC=S

What should be chosen as the least stable of them? Choose #two.

#one
The following is a quantum chemistry calculation of one molecule with the formula C4H8N2OS, from OMol25.

```
16
Properties=species:S:1:pos:R:3:nbo_charge:R:1
C -2.958 -0.594 -0.085 -0.717
C -0.615 0.988 0.023 -0.372
C 0.580 1.520 0.130 -0.066
C 2.411 -0.364 -0.169 0.792
H -3.353 -1.381 -0.883 0.240
H -2.798 -1.086 1.077 0.247
H -3.517 0.374 -0.204 0.231
H -1.575 1.524 0.372 0.229
H 0.896 2.492 0.677 0.225
H 2.255 1.164 -1.267 0.418
H 0.772 -1.099 0.714 0.390
H 2.177 -2.066 0.884 0.392
N 1.689 0.789 -0.474 -0.697
N 1.768 -1.124 0.870 -0.863
O 3.383 -0.631 -0.896 -0.648
S -1.114 -0.507 -0.769 0.200
```

Summary:
Multiplicity = 1
HOMO = -0.32417 hartree
HOMO-LUMO gap = 9.356 eV
LUMO level = 0.5 eV
Structure (SMILES) = CS/C=C\NC(N)=O

#two
The following is a quantum chemistry calculation of C4H8N2OS as an isolated structure, from OMol25.

```
16
Properties=species:S:1:pos:R:3:nbo_charge:R:1
C -1.757 1.124 -0.887 -0.030
C 1.234 -0.785 -0.585 0.068
C -1.673 2.406 -0.189 -0.810
C 1.790 -1.552 0.554 -0.646
N 0.800 0.551 -0.262 -0.764
N -0.222 -1.290 -0.813 -0.818
O -1.365 -0.353 1.394 -0.888
S -0.798 -0.001 0.051 1.837
H 1.887 -0.686 -1.412 0.198
H -2.313 3.107 -0.682 0.230
H -0.694 2.829 -0.106 0.287
H -2.111 2.269 0.828 0.270
H 2.106 -2.619 0.302 0.215
H 0.844 -1.669 1.177 0.218
H 2.642 -1.085 1.103 0.240
H -0.368 -2.248 -0.473 0.393
```

Summary:
Multiplicity = 1
HOMO (alpha / beta) = -0.33681 / -0.33681 hartree
HOMO-LUMO gap (alpha / beta) = 7.550 / 7.551 eV
LUMO level (alpha / beta) = -1.6 / -1.6 eV

What should be chosen as the least stable of them? Choose #two.

#one
The following is a quantum chemistry calculation of one molecule with the formula C4H8N2OS, from OMol25.

```
16
Properties=species:S:1:pos:R:3:nbo_charge:R:1
C 0.006 -1.303 1.778 -0.150
C 0.232 -1.218 0.321 -0.115
C 0.355 2.214 1.841 -0.420
C -0.222 -1.293 -2.394 -0.708
N -0.113 -0.183 2.320 -0.157
N 0.151 0.836 1.567 0.012
O 0.709 0.390 0.311 -0.444
S -1.152 -1.313 -0.789 0.211
H -0.322 -2.053 2.416 0.220
H 1.065 -1.714 -0.191 0.217
H 0.663 2.713 0.942 0.241
H -0.541 2.715 2.395 0.220
H 1.192 2.148 2.688 0.193
H 0.349 -2.205 -2.445 0.216
H 0.327 -0.428 -2.173 0.229
H -0.946 -1.154 -3.174 0.234
```

Summary:
Multiplicity = 1
HOMO = -0.28245 hartree
HOMO-LUMO gap = 8.587 eV
LUMO level = 0.9 eV
Structure (SMILES) = CS[C@@H]1C=NN(C)O1

#two
The following is a quantum chemistry calculation of one molecule with the formula C4H8N2OS, from OMol25.

```
16
Properties=species:S:1:pos:R:3:nbo_charge:R:1
C 3.282 0.343 -0.104 -0.608
C 2.058 -0.565 -0.187 -0.439
C 0.754 -0.046 0.515 0.020
C -1.834 0.140 -0.014 0.304
H 3.664 0.365 0.952 0.203
H 3.018 1.420 -0.395 0.214
H 4.076 0.034 -0.771 0.220
H 1.853 -0.814 -1.227 0.220
H 2.443 -1.498 0.190 0.220
H 0.902 0.061 1.548 0.193
H -1.492 2.177 -0.270 0.398
H -3.472 -0.760 -0.161 0.360
N -1.035 1.336 0.185 -0.360
N -3.062 0.133 -0.189 -0.696
O 0.255 1.133 -0.173 -0.376
S -0.620 -1.223 0.018 0.127
```

Summary:
Multiplicity = 1
HOMO = -0.33193 hartree
HOMO-LUMO gap = 9.842 eV
LUMO level = 0.8 eV
Structure (SMILES) = [H]/N=C1/NO[C@H](CC)S1

#three
The following is a quantum chemistry calculation of C4H8N2OS as an isolated structure, from OMol25.

```
16
Properties=species:S:1:pos:R:3:nbo_charge:R:1
C 0.272 -2.349 -1.775 -0.610
C 0.426 -0.967 -0.926 0.004
C -0.297 0.923 -0.103 -0.134
C 0.203 0.510 1.135 -0.002
H -0.073 -2.093 -2.891 0.226
H 1.151 -3.052 -1.840 0.235
H -0.444 -2.828 -1.269 0.207
H 1.175 -0.308 -1.566 0.160
H -1.253 1.850 0.085 0.205
H 0.536 1.580 -0.710 0.210
H -1.403 2.063 1.852 0.316
H -0.688 2.144 3.435 0.366
N 0.381 1.240 2.220 -0.269
N -0.424 2.431 2.304 -0.624
O -0.690 -0.188 -0.759 -0.522
S 1.127 -0.955 0.807 0.231
```

Summary:
Multiplicity = 1
HOMO = -0.31204 hartree
HOMO-LUMO gap = 9.132 eV
LUMO level = 0.6 eV

What should be chosen as the least stable of them? Choose #three.

#one
The following is a quantum chemistry calculation of an isolated ion of composition C7H13N4O and charge +1, from OMol25.

```
25
Properties=species:S:1:pos:R:3:nbo_charge:R:1
C 0.786 -1.492 -0.733 0.170
C 2.330 -0.055 -0.250 0.061
C 1.254 0.486 0.287 0.313
C -1.726 1.284 -0.518 -0.106
C -1.142 -0.061 -0.020 0.583
C 3.656 0.542 -0.265 -0.618
C -1.972 -2.279 0.892 -0.409
N 2.005 -1.195 -0.928 -0.345
N 0.166 -0.372 0.012 -0.439
N 1.033 1.669 0.923 -0.829
N -2.069 -0.959 0.199 -0.442
O -3.030 1.188 -1.005 -0.756
H 0.118 -2.038 -1.408 0.220
H -1.658 1.897 0.313 0.205
H -1.103 1.693 -1.324 0.223
H 4.087 0.280 -1.299 0.255
H 3.435 1.532 0.006 0.203
H 4.175 0.024 0.455 0.235
H -2.442 -2.087 1.914 0.232
H -2.617 -2.939 0.451 0.234
H -0.999 -2.601 0.991 0.233
H 0.416 1.789 1.632 0.391
H -3.576 1.936 -1.300 0.536
H 1.818 2.349 0.942 0.416
H -2.945 -0.588 0.033 0.434
```

Summary:
Charge = +1
Multiplicity = 1
HOMO = -0.43283 hartree
HOMO-LUMO gap = 7.733 eV
LUMO level = -4.0 eV
Structure (SMILES) = C/[NH+]=C(/CO)n1cnc(C)c1N

#two
The following is a quantum chemistry calculation of an isolated ion of composition C7H13N4O and charge +1, from OMol25.

```
25
Properties=species:S:1:pos:R:3:nbo_charge:R:1
C 0.888 0.867 0.007 0.346
C 0.847 0.457 1.510 -0.317
C -0.783 -1.326 0.779 -0.102
C -1.521 0.532 1.936 0.130
C -1.191 0.249 -1.178 0.360
C 2.141 1.683 -0.203 -0.661
C -0.079 -1.488 -2.629 -0.260
N 0.083 0.698 -0.948 -0.466
N -1.713 -0.447 0.013 -0.256
N -2.172 0.507 0.872 -0.132
N -0.329 -0.430 1.834 -0.388
O -1.250 -0.676 -2.324 -0.524
H 1.812 0.011 1.911 0.262
H 0.663 1.349 2.069 0.251
H -1.511 -2.103 1.161 0.256
H -0.059 -1.727 0.183 0.241
H -1.730 1.058 2.811 0.246
H -1.838 1.093 -1.529 0.255
H 2.577 1.447 -1.147 0.262
H 2.892 1.369 0.690 0.215
H 1.719 2.758 -0.234 0.268
H -0.179 -2.395 -2.178 0.165
H 0.836 -0.938 -2.165 0.175
H 0.004 -1.544 -3.815 0.230
H -0.107 -1.005 2.575 0.444
```

Summary:
Charge = +1
Multiplicity = 1
HOMO = -0.48078 hartree
HOMO-LUMO gap = 9.662 eV
LUMO level = -3.4 eV
Structure (SMILES) = CO[C@@H]1N=C(C)C[N@H+]2C=NN1C2

#three
The following is a quantum chemistry calculation of an isolated ion of composition C7H13N4O and charge +1, from OMol25.

```
25
Properties=species:S:1:pos:R:3:nbo_charge:R:1
C 0.037 -1.470 -0.446 0.686
C 0.473 1.219 0.255 -0.240
C 2.919 0.964 0.270 -0.157
C 1.677 -0.721 -0.807 -0.090
C -0.893 0.686 -0.377 -0.050
C -2.098 1.219 0.365 -0.609
C -0.761 -3.356 0.559 -0.282
N -0.927 -0.752 -0.355 -0.494
N 3.288 -0.426 0.689 -0.070
N 2.702 -1.217 0.009 -0.084
N 1.666 0.726 -0.520 -0.400
O 0.223 -2.730 -0.213 -0.466
H 0.587 2.284 0.310 0.237
H 0.584 0.993 1.371 0.242
H 2.911 1.571 1.257 0.267
H 3.669 1.340 -0.396 0.233
H 1.894 -1.165 -1.763 0.274
H -0.740 0.917 -1.396 0.199
H -2.026 2.320 0.244 0.223
H -2.092 0.993 1.441 0.229
H -2.935 0.689 0.021 0.250
H -1.645 -2.780 0.816 0.210
H -0.171 -3.349 1.492 0.210
H -1.234 -4.210 0.160 0.224
H 1.852 1.299 -1.374 0.458
```

Summary:
Charge = +1
Multiplicity = 1
HOMO = -0.50135 hartree
HOMO-LUMO gap = 10.097 eV
LUMO level = -3.5 eV
Structure (SMILES) = COC1=N[C@@H](C)C[N@H+]2CN=N[C@@H]12

What should be chosen as the least stable of them? Choose #two.